[1]
14
Properties=species:S:1:pos:R:3 method="wB97M-V/def2-TZVPD" total_charge=0 smiles=CSS.CSS gap_ha=0.307 lumo_ev=0.259
C 1.584 -0.496 1.368
S 2.199 0.977 0.575
S 2.014 0.559 -1.526
H 0.739 -1.064 0.902
H 2.362 -1.245 1.516
H 1.249 -0.190 2.391
H 2.305 1.864 -1.867
C -1.717 -0.548 -1.311
S -1.958 1.125 -0.681
S -2.239 1.279 1.300
H -0.669 -0.909 -1.234
H -2.486 -1.163 -0.793
H -2.075 -0.514 -2.312
H -1.308 0.327 1.672


[2]
16
Properties=species:S:1:pos:R:3 method="wB97M-V/def2-TZVPD" total_charge=+1 gap_ha="0.324 / 0.270" lumo_ev="-4.154 / -4.734"
B 1.589 0.099 -0.330
C -1.730 1.389 -0.200
C 0.339 -0.160 0.537
N -0.243 -1.464 0.469
O 2.444 1.096 0.123
O 1.787 -0.782 -1.318
S -2.693 0.040 -0.624
H -1.048 2.022 -0.775
H -2.020 2.041 0.646
H 0.136 0.352 1.508
H -0.139 -1.883 1.499
H 0.435 -2.145 -0.038
H -1.299 -1.362 0.206
H 3.177 1.499 -0.417
H 2.652 -0.925 -1.844
H -3.389 0.183 0.561


[3]
13
Properties=species:S:1:pos:R:3 method="wB97M-V/def2-TZVPD" total_charge=+1 gap_ha=0.352 lumo_ev=-4.287
N -1.775 0.850 0.024
H -2.196 1.385 -0.746
H -1.927 1.363 0.815
H -2.425 0.060 0.220
H -0.593 0.669 -0.192
C 0.854 -1.027 0.925
C 1.250 0.089 -1.255
N 0.419 -0.552 -0.476
H 1.544 -1.768 0.846
H 0.008 -1.402 1.593
H 1.322 -0.127 1.315
H 1.440 -0.105 -2.282
H 2.078 0.563 -0.788


[4]
14
Properties=species:S:1:pos:R:3 method="wB97M-V/def2-TZVPD" total_charge=+1 smiles=NC[NH2+]CO gap_ha=0.379 lumo_ev=-3.462
N -1.267 1.140 0.420
C 0.163 1.125 0.436
N 0.925 0.028 -0.460
C 0.460 -1.328 -0.075
O -0.885 -1.401 -0.400
H -1.747 0.898 -0.432
H -1.741 1.945 0.821
H 0.566 1.995 -0.057
H 0.624 0.936 1.445
H 0.666 0.059 -1.454
H 1.887 0.339 -0.375
H 0.552 -1.429 1.007
H 1.056 -2.038 -0.661
H -1.257 -2.269 -0.215


[5]
14
Properties=species:S:1:pos:R:3 method="wB97M-V/def2-TZVPD" total_charge=+1 gap_ha="0.259 / 0.362" lumo_ev="-5.146 / -3.794"
C -2.442 0.854 -0.219
C 0.708 0.029 -0.036
N 1.114 -0.172 1.261
N 1.350 -0.999 -0.833
O 1.014 1.257 -0.519
H -2.431 1.342 -1.173
H -1.908 1.213 0.587
H -3.119 0.043 -0.210
H 2.046 -0.327 1.579
H 0.518 0.375 1.822
H 0.909 -1.962 -0.774
H 1.241 -0.836 -1.832
H 2.337 -1.135 -0.542
H 1.174 1.855 0.248


[6]
14
Properties=species:S:1:pos:R:3 method="wB97M-V/def2-TZVPD" total_charge=+1 smiles=NC[NH2+]CO gap_ha=0.433 lumo_ev=-3.224
N 1.542 -0.081 -1.138
C 0.287 0.269 -1.444
N -0.788 0.383 -0.019
C -0.262 -0.103 1.320
O -1.340 -0.570 2.058
H 2.231 0.626 -0.937
H 1.857 -1.032 -1.222
H -0.333 -0.407 -2.009
H 0.133 1.291 -1.755
H -1.668 -0.105 -0.155
H -1.010 1.359 0.098
H 0.466 -0.885 1.111
H 0.167 0.760 1.812
H -1.282 -1.504 2.280


[7]
14
Properties=species:S:1:pos:R:3 method="wB97M-V/def2-TZVPD" total_charge=+1 gap_ha="0.339 / 0.339" lumo_ev="-4.759 / -4.759"
C -1.590 -0.263 0.727
C 1.676 0.154 0.239
N -2.287 0.143 -0.316
N 0.665 -0.800 -0.268
O 0.978 1.467 0.072
H -0.801 0.338 0.998
H -1.912 -1.279 1.087
H 2.587 0.260 -0.352
H 1.893 -0.082 1.294
H -2.054 1.085 -0.731
H -2.913 -0.442 -0.809
H 0.167 -0.555 -1.112
H 0.902 -1.727 -0.081
H 1.254 2.223 0.635


[8]
16
Properties=species:S:1:pos:R:3 method="wB97M-V/def2-TZVPD" total_charge=+1 smiles=NC(O)(O)[C@H]([NH3+])O gap_ha=0.409 lumo_ev=-3.410
N 1.964 0.392 0.756
C 0.612 -0.029 -0.176
O 0.703 -1.406 -0.281
O 0.695 0.644 -1.361
C -0.755 0.311 0.458
N -1.716 -0.759 -0.115
O -1.203 1.545 0.166
H 1.936 1.397 0.903
H 1.861 -0.061 1.658
H 1.629 -1.668 -0.384
H 1.597 0.624 -1.705
H -0.752 0.162 1.542
H -1.933 -0.535 -1.096
H -1.194 -1.653 -0.090
H -2.593 -0.814 0.413
H -0.850 1.852 -0.690


[9]
17
Properties=species:S:1:pos:R:3 method="wB97M-V/def2-TZVPD" total_charge=0 spin_multiplicity=3 s_squared=2.006 gap_ha="0.213 / 0.241" lumo_ev="0.544 / -1.605"
C 1.116 0.561 0.064
C 0.679 -1.779 -0.595
N -2.497 1.788 -1.232
N 1.527 -0.685 -0.255
O -0.030 0.951 0.002
P 2.508 1.665 0.618
P -3.175 -0.040 1.020
P -2.288 0.175 -0.816
H 0.877 -1.944 -1.773
H 1.221 -2.670 -0.034
H -0.372 -1.610 -0.358
H -1.936 2.049 -2.007
H -2.583 2.490 -0.574
H 2.454 -0.982 -0.032
H 2.328 1.044 1.956
H 1.752 2.816 0.768
H -3.354 -1.474 0.844


[10]
14
Properties=species:S:1:pos:R:3 method="wB97M-V/def2-TZVPD" total_charge=0 smiles="C=[PH2]N(C)N" gap_ha=0.320 lumo_ev=1.002
C 1.273 1.358 -1.038
P 1.208 0.321 0.293
N -0.171 -0.764 0.398
C -1.225 -0.073 1.051
N -0.797 -1.286 -0.942
H 2.171 1.484 -1.592
H 0.378 1.213 -1.725
H 0.836 1.128 1.422
H 2.069 -0.477 1.036
H -0.922 0.777 1.621
H -2.015 0.396 0.380
H -1.660 -0.775 1.824
H -0.833 -2.289 -0.936
H -0.313 -1.013 -1.792


[11]
15
Properties=species:S:1:pos:R:3 method="wB97M-V/def2-TZVPD" total_charge=+1 gap_ha=0.345 lumo_ev=-3.506
C -1.638 2.154 -0.933
S 0.016 1.942 -0.223
S 1.214 1.865 -1.903
H -1.669 3.051 -1.541
H -2.327 2.260 -0.096
H -1.925 1.291 -1.531
H 1.108 0.553 -2.179
N 0.002 -1.339 0.125
C 0.804 -1.254 1.146
N 1.197 -2.262 1.882
H -0.382 -2.219 -0.189
H -0.264 -0.473 -0.346
H 1.188 -0.266 1.394
H 1.809 -2.099 2.665
H 0.867 -3.204 1.727


[12]
14
Properties=species:S:1:pos:R:3 method="wB97M-V/def2-TZVPD" total_charge=0 smiles="[H]/N=C/N.CN" gap_ha=0.377 lumo_ev=1.224
H 4.393 2.055 4.273
N 3.792 1.345 3.875
C 3.975 0.967 2.686
N 2.875 0.279 2.084
H 4.848 1.066 2.045
H 1.991 0.448 2.540
H 2.909 -0.739 2.101
C -3.457 -1.293 -2.974
N -3.836 0.054 -2.521
H -2.822 -1.418 -3.845
H -4.401 -1.741 -3.299
H -3.227 -1.997 -2.173
H -3.474 0.232 -1.598
H -3.567 0.742 -3.193


For each record above, in turn, the calculated energy relative to the best compared isomer or geometry (same formula, charge and spin) values are 23.5; 63.5; 72.0; 58.3; 134.6; 42.9; 66.4; 8.8; 12.6; 97.5; 0.0; 35.2 kcal per mole.
For each record above, in turn, the calculated DFT total energy values are -45543.7226; -19309.2566; -5190.8312; -7239.8295; -7236.5196; -7240.4976; -7239.4777; -11335.8612; -35109.8539; -14484.3599; -26864.7488; -6688.9810 eV.